Entry from the Open Molecules 2025 dataset: a structure of composition C29H39Cl2F4N8NaS2 at a distorted geometry (wB97M-V/def2-TZVPD).

Element x y z (Å)
Na  0.349  2.465  0.077
C  -1.805  3.261  -2.313
N  -0.877  3.899  -1.383
C  0.100  4.688  -2.123
C  -1.634  4.742  -0.445
C  -0.796  5.318  0.695
N  -0.023  4.239  1.256
C  0.572  4.291  2.434
C  1.348  3.154  2.810
F  1.407  2.131  1.888
C  2.024  3.022  3.992
F  2.705  1.880  4.227
C  2.018  4.030  4.941
C  1.295  5.165  4.608
F  1.259  6.187  5.483
C  0.603  5.307  3.426
F  -0.063  6.468  3.208
H  -2.341  4.001  -2.928
H  -1.268  2.591  -2.984
H  -2.534  2.674  -1.752
H  -0.375  5.517  -2.672
H  0.840  5.110  -1.436
H  0.615  4.050  -2.844
H  -2.137  5.559  -0.989
H  -2.400  4.101  -0.003
H  -0.153  6.131  0.322
H  -1.494  5.786  1.396
H  2.543  3.942  5.880
Cl  3.373  4.684  0.304
C  3.790  3.707  -1.103
Cl  2.726  2.297  -1.311
H  4.800  3.342  -0.971
H  3.708  4.325  -1.988
S  1.572  -0.615  0.281
C  1.428  -1.623  -1.018
N  2.168  -2.730  -1.199
C  1.852  -3.666  -2.271
C  0.357  -3.732  -2.409
N  -0.123  -2.393  -2.735
C  -1.271  -2.297  -3.645
C  -2.559  -2.687  -2.958
C  -3.319  -1.726  -2.299
C  -4.482  -2.093  -1.636
C  -4.896  -3.418  -1.626
C  -4.141  -4.383  -2.282
C  -2.979  -4.015  -2.944
C  0.394  -1.324  -2.106
S  -0.004  0.240  -2.455
C  3.271  -3.111  -0.318
C  2.914  -4.312  0.526
C  1.836  -4.247  1.408
C  1.492  -5.352  2.171
C  2.220  -6.532  2.063
C  3.292  -6.602  1.188
C  3.634  -5.495  0.419
H  2.251  -4.643  -2.003
H  2.306  -3.347  -3.213
H  -0.092  -4.100  -1.482
H  0.076  -4.407  -3.216
H  -1.080  -2.957  -4.492
H  -1.314  -1.274  -4.002
H  -2.982  -0.697  -2.273
H  -5.063  -1.338  -1.120
H  -5.806  -3.701  -1.110
H  -4.460  -5.418  -2.283
H  -2.403  -4.770  -3.471
H  3.505  -2.252  0.304
H  4.136  -3.340  -0.944
H  1.276  -3.321  1.495
H  0.655  -5.294  2.856
H  1.954  -7.393  2.665
H  3.862  -7.519  1.097
H  4.473  -5.551  -0.267
N  -2.492  0.136  0.384
N  -2.777  1.490  0.783
H  -3.022  -0.512  0.960
H  -1.518  -0.033  0.621
H  -2.772  1.577  1.797
H  -3.720  1.687  0.473
N  -1.674  -0.049  3.618
N  -0.569  0.417  2.838
H  -1.520  0.094  4.611
H  -1.767  -1.042  3.462
H  0.329  0.183  3.249
H  -0.623  1.427  2.804

Values from the calculation:
2S+1: 1
LUMO level, hartree: -0.0211
Gap between HOMO and LUMO, Eh: 0.203
Relative energy (zero: lowest compared OMol25 entry of this formula, charge and spin), kJ/mol: 62.0